[1]
{"formula": "C11H36N9O7", "method": "ωB97M-V/def2-TZVPD", "species": ["C", "O", "H", "H", "H", "C", "C", "O", "H", "H", "H", "H", "H", "H", "C", "O", "N", "N", "H", "H", "H", "H", "C", "O", "N", "N", "H", "H", "H", "H", "C", "O", "N", "N", "H", "H", "H", "H", "C", "O", "N", "N", "H", "H", "H", "H", "C", "C", "C", "O", "C", "N", "H", "H", "H", "H", "H", "H", "H", "H", "H", "H", "H"], "coordinates": [[-0.55560, -0.02072, 0.44712], [-1.06828, 0.76699, 1.44220], [0.34534, 0.39165, -0.06385], [-0.26474, -1.02111, 0.84460], [-1.22459, -0.25641, -0.40991], [3.36657, -1.43365, -1.91033], [2.84000, -2.16011, -0.66226], [3.92258, -2.48199, 0.20684], [4.07425, -2.10815, -2.39489], [3.85045, -0.49311, -1.65866], [2.48444, -1.27520, -2.53174], [2.34282, -3.13253, -0.73991], [2.15808, -1.50825, -0.11170], [4.35901, -3.29698, -0.04189], [1.82303, 2.14022, 3.31864], [0.90986, 2.48022, 4.05848], [1.76047, 1.37216, 2.22614], [3.13686, 2.42932, 3.63599], [0.81280, 1.05268, 1.97153], [2.56492, 1.12150, 1.69058], [3.88137, 2.04911, 3.08461], [3.34349, 3.02886, 4.41177], [-3.80661, -1.43840, 3.05267], [-3.62056, -0.40801, 3.68761], [-4.80399, -2.27864, 3.44566], [-3.23106, -1.66308, 1.85581], [-5.26235, -2.08344, 4.31427], [-5.10052, -3.09306, 2.93730], [-2.52490, -1.02791, 1.51052], [-3.32473, -2.61539, 1.54653], [-4.05239, 2.77869, 0.64239], [-3.80613, 2.67934, 1.82529], [-3.20742, 2.52988, -0.39363], [-5.30460, 3.18388, 0.21039], [-2.27840, 2.21043, -0.12419], [-3.50788, 2.59038, -1.34466], [-5.40805, 3.57570, -0.70459], [-6.00410, 3.16230, 0.92872], [0.55682, -1.09288, 4.57197], [-0.53306, -0.53902, 4.55376], [0.95018, -1.87510, 3.49192], [1.38772, -1.11095, 5.61075], [0.40910, -1.76631, 2.65189], [1.89266, -2.22076, 3.48307], [2.11180, -1.80576, 5.59878], [1.24914, -0.48051, 6.37732], [-0.85602, 0.39723, -3.50613], [0.58369, 0.80617, -3.58406], [1.26775, 0.47453, -4.91783], [1.42929, -0.93622, -4.98794], [2.05495, -1.38811, -6.16837], [0.64425, 2.26391, -3.38112], [-1.50982, 0.98595, -4.15465], [-1.26003, 0.39869, -2.49349], [-0.97919, -0.63747, -3.84862], [1.11382, 0.44431, -2.70296], [2.28287, 0.87775, -5.00239], [0.70413, 0.79775, -5.80079], [2.04897, -2.47791, -6.13737], [3.11102, -1.10015, -6.14615], [1.59207, -1.09511, -7.11396], [0.05975, 2.51218, -2.58109], [0.06871, 2.82057, -4.01601]], "forces_ev_per_angstrom": [[-0.4, 0.5, 1.0], [0.6, -0.5, -1.5], [0.4, 0.0, -0.1], [0.3, -0.4, -0.3], [-0.4, -0.1, -0.1], [-1.0, -1.3, 0.4], [0.7, -0.1, 0.5], [0.7, 0.7, 1.1], [0.0, 0.2, -0.3], [-0.1, 0.0, 0.1], [0.3, 0.2, -0.4], [-0.5, 0.4, -1.2], [0.1, 0.0, 0.1], [-0.2, -0.1, -0.3], [0.3, 0.0, 1.5], [0.5, 0.1, -0.7], [-1.7, -0.5, -0.7], [0.7, 0.5, 0.2], [-0.3, 0.1, -0.1], [0.0, 0.0, 0.0], [0.1, 0.1, 0.1], [-0.1, -0.1, 0.0], [-0.2, 3.5, 0.8], [0.0, -0.9, 0.1], [-0.7, -1.6, 0.1], [-0.3, -1.4, -0.4], [0.2, 0.2, 0.0], [0.1, 0.1, 0.0], [0.3, 0.3, 0.3], [0.5, 0.2, -0.6], [-0.4, 0.2, 0.6], [0.0, -0.1, -0.6], [1.1, 0.0, 0.5], [0.0, -0.3, 0.0], [-0.1, -0.2, 0.0], [0.1, -0.2, 0.0], [-0.5, 0.0, 0.1], [-0.2, 0.4, -0.3], [-3.2, 0.1, -2.1], [1.2, -0.2, 0.4], [0.3, -0.2, 0.9], [1.6, -0.3, 1.1], [0.1, 0.1, -0.1], [0.0, 0.1, -0.6], [0.2, 0.3, 0.4], [-0.1, -0.1, 0.0], [-0.8, -1.7, -0.5], [-0.4, 1.8, -0.2], [0.6, -0.9, 0.3], [-0.6, -0.4, -0.4], [0.5, -0.4, 0.7], [-0.3, 1.5, 0.3], [0.2, 0.3, 0.0], [0.2, 0.3, 0.1], [0.0, -0.1, 0.0], [0.3, -0.6, -0.4], [-0.1, 0.6, 0.3], [-0.3, 0.3, 0.2], [-0.1, 0.0, 0.1], [0.1, 0.2, -0.3], [-0.2, 0.4, 0.1], [0.7, -0.6, 0.7], [0.4, -0.6, -1.0]], "de_lowest_kcal_mol": 0.0, "gap_ha": 0.213, "multiplicity": 1, "lumo_ev": 2.47, "charge": -1}



[2]
{"formula": "C11H36O11", "method": "ωB97M-V/def2-TZVPD", "species": ["C", "O", "O", "O", "C", "C", "O", "H", "H", "H", "H", "H", "H", "C", "C", "O", "H", "H", "H", "H", "H", "H", "C", "O", "H", "H", "H", "H", "C", "O", "H", "H", "H", "H", "C", "O", "H", "H", "H", "H", "C", "O", "H", "H", "H", "H", "C", "O", "H", "H", "H", "H", "C", "O", "H", "H", "H", "H"], "coordinates": [[-0.01627, 0.35187, -1.09744], [-1.25565, -0.00473, -0.90263], [0.38583, 1.51341, -0.64310], [0.72250, -0.33313, -1.90261], [1.67206, -4.92366, -0.46283], [1.55146, -3.41067, -0.40332], [1.73990, -2.88202, -1.70577], [0.91500, -5.35892, -1.11795], [1.46442, -5.33424, 0.53124], [2.65560, -5.21307, -0.83766], [2.26743, -2.98436, 0.30833], [0.51525, -3.17650, -0.12285], [1.37775, -1.95729, -1.67395], [-2.07760, -4.54336, 0.81294], [-2.09114, -3.04171, 0.69684], [-2.16636, -2.58603, -0.64623], [-1.25581, -4.90852, 0.18475], [-2.98588, -5.00933, 0.42831], [-1.89759, -4.82010, 1.85154], [-1.22564, -2.56933, 1.17272], [-2.96186, -2.64908, 1.24602], [-1.80351, -1.66111, -0.61883], [3.93427, -0.40442, -0.58365], [3.43859, 0.05258, -1.81497], [3.31713, -0.17005, 0.28866], [4.06857, -1.49367, -0.64612], [4.89067, 0.07483, -0.34088], [2.43592, -0.00567, -1.77821], [-2.04396, 3.60049, 0.97330], [-0.82619, 3.81832, 0.26787], [-2.69986, 4.44666, 0.74166], [-2.49696, 2.67176, 0.63313], [-1.88893, 3.63320, 2.05995], [-0.42885, 2.92703, 0.09902], [2.36460, 4.34682, -1.61882], [1.98171, 3.18085, -2.29189], [3.01099, 4.14296, -0.75543], [2.85306, 5.07146, -2.27187], [1.47256, 4.83872, -1.19860], [1.69366, 2.52688, -1.61136], [-4.38301, 0.29379, -1.83558], [-3.52335, 1.37245, -1.58147], [-4.20256, -0.55011, -1.16318], [-5.43119, 0.58413, -1.68828], [-4.31849, -0.06291, -2.87195], [-2.65850, 0.95327, -1.34138], [-1.05354, 0.43293, 2.65278], [-2.08917, 0.14076, 1.74981], [-1.22998, -0.05734, 3.61678], [-0.08218, 0.09762, 2.27580], [-0.93375, 1.51000, 2.83903], [-1.70728, 0.17901, 0.83822], [1.92556, 3.16901, 2.10310], [1.94600, 1.82839, 1.67478], [0.90256, 3.45353, 2.38005], [2.61542, 3.27703, 2.93943], [2.20274, 3.88074, 1.31710], [1.41381, 1.74087, 0.84566]], "forces_ev_per_angstrom": [[-0.2, 0.9, -1.7], [0.3, -0.2, 1.0], [0.2, -0.9, 0.5], [0.0, 0.2, 1.4], [-0.1, 0.1, 0.2], [-0.8, -0.1, -1.0], [0.2, 0.2, 0.6], [0.0, 0.2, -0.2], [0.4, -0.1, 0.0], [0.0, -0.1, 0.2], [-0.1, 0.0, 0.1], [0.3, 0.1, 0.5], [0.0, -0.2, -0.5], [0.7, 0.0, -0.7], [-0.8, 1.0, 0.0], [0.2, -0.2, 0.6], [0.0, -0.2, 0.2], [-0.1, 0.1, 0.2], [-0.1, -0.2, 0.0], [0.1, -0.3, 0.2], [0.1, 0.0, 0.1], [-0.1, -0.1, -0.8], [0.1, -0.2, 0.0], [-0.6, 0.3, 0.4], [-0.4, 0.0, -0.2], [0.2, 0.0, 0.3], [0.1, -0.1, -0.3], [0.5, 0.1, -0.3], [0.5, 0.6, -0.5], [0.0, -0.3, 0.5], [-0.1, -0.1, -0.1], [-0.3, -0.1, 0.3], [0.0, -0.3, 0.0], [-0.2, 0.2, -0.4], [-0.8, 0.0, 0.8], [0.5, 0.0, 0.1], [0.3, 0.0, -0.2], [0.1, -0.2, -0.3], [0.1, 0.2, 0.0], [-0.3, 0.1, -0.6], [-0.4, -0.1, 0.0], [0.1, -0.3, 0.1], [0.1, -0.1, -0.1], [0.1, 0.3, 0.1], [0.2, -0.1, 0.0], [0.1, 0.3, -0.1], [0.5, 0.1, -0.1], [0.1, 0.0, 0.0], [-0.2, 0.0, -0.1], [0.0, -0.1, 0.1], [-0.2, 0.0, 0.0], [-0.3, 0.0, -0.1], [-0.6, -0.1, -0.4], [0.2, 0.0, -0.2], [0.1, 0.1, 0.3], [0.0, 0.0, 0.1], [0.2, -0.1, 0.0], [0.1, -0.1, 0.1]], "de_lowest_kcal_mol": 0.0, "gap_ha": 0.275, "multiplicity": 1, "lumo_ev": 5.15, "charge": -2}